(1)
Molecular formula: C25H29N5O2Pt
Method: DFT, wB97M-V/def2-TZVPD

Computed properties:
**Calculated total energy**: -41173.6640 eV
**HOMO level**: -13.236 eV
**Spin multiplicity**: 1
**Largest force on an atom**: 2.38 eV/A
**Molar mass**: 626.618 g/mol
**Charge**: +2

Positions of all 62 atoms, in Å:
Pt (-0.387, -0.222, 0.301)
C (-0.690, 6.865, 1.318)
C (-0.351, 5.436, 0.996)
C (0.915, 5.078, 0.590)
C (1.264, 3.742, 0.306)
C (2.527, 3.460, -0.246)
N (2.984, 2.272, -0.553)
C (4.224, 2.022, -1.284)
C (4.045, 0.925, -2.360)
C (5.159, -0.142, -2.395)
N (5.301, -0.823, -1.105)
C (4.429, -1.621, -0.577)
C (3.393, -2.336, -1.271)
C (3.606, -3.192, -2.356)
C (2.591, -4.039, -2.770)
C (2.831, -5.089, -3.818)
C (1.340, -3.918, -2.169)
C (1.035, -2.992, -1.152)
C (-0.397, -2.895, -0.843)
N (-1.095, -2.010, -0.232)
C (-2.548, -2.190, -0.182)
C (-3.305, -0.978, -0.741)
C (-3.396, 0.217, 0.203)
N (-2.139, 0.966, 0.245)
C (-2.157, 2.169, 0.683)
C (-1.047, 3.091, 0.758)
C (-1.321, 4.431, 1.034)
C (0.298, 2.704, 0.509)
O (0.702, 1.486, 0.440)
C (2.134, -2.260, -0.671)
O (2.142, -1.361, 0.323)
H (0.210, 7.443, 1.514)
H (-1.342, 6.931, 2.188)
H (-1.212, 7.331, 0.480)
H (1.672, 5.848, 0.477)
H (3.170, 4.301, -0.491)
H (2.386, 1.488, -0.289)
H (5.005, 1.742, -0.572)
H (4.530, 2.959, -1.746)
H (4.012, 1.381, -3.348)
H (3.088, 0.420, -2.207)
H (6.116, 0.313, -2.642)
H (4.917, -0.867, -3.168)
H (6.033, -0.485, -0.493)
H (4.489, -1.744, 0.502)
H (4.592, -3.267, -2.800)
H (3.750, -4.907, -4.371)
H (2.000, -5.145, -4.519)
H (2.920, -6.067, -3.339)
H (0.546, -4.565, -2.524)
H (-0.964, -3.711, -1.291)
H (-2.838, -2.350, 0.858)
H (-2.832, -3.079, -0.750)
H (-4.320, -1.311, -0.958)
H (-2.849, -0.656, -1.680)
H (-3.648, -0.129, 1.209)
H (-4.207, 0.874, -0.120)
H (-3.122, 2.586, 0.978)
H (-2.343, 4.703, 1.276)
N (1.193, -1.728, 2.343)
C (1.067, -1.270, 1.204)
H (0.456, -1.628, 3.023)

Mulliken population analysis, charges in e, atoms 1 to 6: Pt 0.93; C -1.58; C 0.16; C -0.66; C 0.26; C -0.04

***

(2)
Molecular formula: C25H29N5O4PPd
Method: DFT, wB97M-V/def2-TZVPD

Computed properties:
**Calculated total energy**: -54783.2521 eV
**HOMO level**: -16.686 eV
**Spin multiplicity**: 1
**Largest force on an atom**: 0.85 eV/A
**Molar mass**: 600.932 g/mol
**Relative energy (zero: lowest compared OMol25 entry of this formula, charge and spin)**: 0.00 kcal per mole
**Charge**: +3

Positions of all 65 atoms, in Å:
Pd (-0.190, 0.217, 0.692)
C (-4.553, -0.519, 0.997)
O (-3.768, -1.189, 2.038)
C (-2.523, -0.914, 1.779)
N (-2.233, -0.264, 0.702)
C (-3.512, -0.157, -0.076)
C (-3.703, 1.142, -0.832)
C (-4.743, 2.027, -0.571)
C (-4.956, 3.130, -1.392)
C (-4.154, 3.339, -2.502)
C (-3.127, 2.443, -2.784)
C (-2.900, 1.359, -1.952)
C (-1.451, -1.369, 2.690)
C (-1.555, -2.108, 3.856)
C (-0.384, -2.400, 4.547)
C (0.849, -1.936, 4.088)
C (0.865, -1.203, 2.918)
N (-0.264, -0.967, 2.244)
C (1.999, -0.558, 2.233)
N (1.752, 0.171, 1.197)
C (3.025, 0.664, 0.646)
C (4.056, 0.013, 1.615)
O (3.232, -0.698, 2.611)
C (3.266, 0.318, -0.801)
C (2.540, -0.646, -1.489)
C (2.861, -0.962, -2.807)
C (3.903, -0.308, -3.452)
C (4.636, 0.657, -2.767)
C (4.321, 0.962, -1.449)
H (-5.037, 0.331, 1.470)
H (-5.295, -1.232, 0.653)
H (-3.496, -0.956, -0.822)
H (-5.422, 1.871, 0.256)
H (-5.778, 3.801, -1.182)
H (-4.358, 4.166, -3.170)
H (-2.551, 2.558, -3.695)
H (-2.135, 0.635, -2.203)
H (-2.523, -2.437, 4.211)
H (-0.431, -2.980, 5.459)
H (1.766, -2.135, 4.626)
H (3.015, 1.750, 0.757)
H (4.670, 0.725, 2.157)
H (4.675, -0.740, 1.133)
H (1.748, -1.203, -1.001)
H (2.315, -1.744, -3.317)
H (4.167, -0.572, -4.467)
H (5.468, 1.153, -3.249)
H (4.913, 1.702, -0.919)
N (1.666, 1.580, -3.298)
C (1.077, 2.901, -2.893)
P (0.716, 2.907, -1.089)
O (1.903, 3.374, -0.326)
O (0.133, 1.536, -0.866)
C (-0.555, 4.228, -0.800)
N (0.153, 5.349, -0.077)
H (2.661, 1.499, -3.052)
H (1.590, 1.420, -4.305)
H (1.207, 0.794, -2.812)
H (0.168, 3.060, -3.472)
H (1.795, 3.687, -3.125)
H (-1.328, 3.818, -0.151)
H (-1.045, 4.609, -1.691)
H (1.080, 4.966, 0.213)
H (-0.360, 5.675, 0.743)
H (0.315, 6.161, -0.675)

Mulliken population analysis, charges in e, atoms 1 to 6: Pd 1.27; C -0.47; O -0.39; C 0.52; N -0.18; C 0.04

***

(3)
Molecular formula: C25H29N7O3OsS2
Method: DFT, wB97M-V/def2-TZVPD

Computed properties:
**Calculated total energy**: -67084.8392 eV
**HOMO level (spin up / spin down)**: -13.383 / -13.406 eV
**Spin multiplicity**: 5
**Largest force on an atom**: 1.90 eV/A
**Molar mass**: 729.917 g/mol
**Relative energy (zero: lowest compared OMol25 entry of this formula, charge and spin)**: 0.00 kcal per mole
**Charge**: +2

Positions of all 67 atoms, in Å:
Os (0.691, 0.077, -0.576)
S (1.110, 0.238, 2.071)
C (0.184, -1.207, 1.760)
N (0.103, -2.326, 2.363)
N (0.768, -2.564, 3.484)
C (0.742, -3.776, 4.077)
C (0.046, -4.865, 3.496)
C (0.103, -6.091, 4.100)
C (0.815, -6.249, 5.295)
C (1.463, -5.163, 5.897)
C (1.442, -3.933, 5.297)
N (-0.568, -0.954, 0.599)
N (-0.377, -1.626, -0.538)
C (-1.383, -2.180, -1.276)
C (-1.073, -2.703, -2.548)
C (-2.048, -3.342, -3.276)
C (-3.339, -3.460, -2.757)
C (-3.656, -2.927, -1.505)
C (-2.688, -2.304, -0.754)
H (1.461, -1.899, 3.828)
H (-0.478, -4.711, 2.566)
H (-0.388, -6.940, 3.647)
H (0.874, -7.228, 5.753)
H (1.985, -5.300, 6.834)
H (1.966, -3.091, 5.728)
H (-0.063, -2.608, -2.926)
H (-1.815, -3.762, -4.244)
H (-4.104, -3.975, -3.323)
H (-4.662, -3.014, -1.119)
H (-2.899, -1.914, 0.234)
C (-1.824, 1.632, 0.193)
C (-2.811, 2.804, -0.107)
N (-2.309, 3.579, -1.224)
C (-0.986, 4.081, -0.928)
C (0.006, 2.875, -0.807)
N (-0.771, 1.601, -0.866)
C (-1.432, 1.494, -2.195)
C (-2.302, 2.776, -2.429)
H (-2.349, 0.681, 0.189)
H (-1.336, 1.764, 1.157)
H (-2.908, 3.445, 0.768)
H (-3.799, 2.421, -0.359)
H (-1.018, 4.644, 0.004)
H (-0.663, 4.752, -1.723)
H (0.544, 2.915, 0.142)
H (0.713, 2.890, -1.638)
H (-2.054, 0.598, -2.197)
H (-0.672, 1.399, -2.972)
H (-3.322, 2.491, -2.680)
H (-1.900, 3.369, -3.250)
N (2.493, 0.709, -1.806)
C (3.051, -0.254, -0.902)
C (2.752, -1.619, -1.088)
C (3.147, -2.538, -0.114)
C (3.830, -2.076, 0.996)
C (4.197, -0.743, 1.149)
C (3.816, 0.170, 0.193)
S (4.159, -3.227, 2.384)
O (3.191, -4.286, 2.173)
O (3.849, -2.390, 3.535)
O (5.540, -3.563, 2.200)
H (3.009, 1.585, -1.782)
H (2.486, 0.371, -2.765)
H (2.303, -1.969, -2.012)
H (2.940, -3.595, -0.208)
H (4.752, -0.428, 2.022)
H (4.089, 1.215, 0.291)

Mulliken population analysis, charges in e, atoms 1 to 6: Os 0.94; S -0.29; C -0.03; N -0.51; N 0.27; C 0.51

***

(4)
Molecular formula: C25H30As3F6N2PdS
Method: DFT, wB97M-V/def2-TZVPD

Computed properties:
**Calculated total energy**: -242530.5443 eV
**HOMO level (spin up / spin down)**: -7.266 / -8.101 eV
**Spin multiplicity**: 2
**Largest force on an atom**: 3.21 eV/A
**Molar mass**: 835.770 g/mol
**Relative energy (zero: lowest compared OMol25 entry of this formula, charge and spin)**: 17.13 kcal per mole
**Charge**: 0

Positions of all 68 atoms, in Å:
Pd (0.513, 0.426, 0.143)
F (0.183, -0.077, 3.455)
As (1.093, 0.827, 4.777)
F (-0.055, 2.163, 4.595)
F (2.117, 1.601, 3.490)
F (2.264, -0.565, 4.762)
F (2.007, 1.679, 6.016)
F (0.171, 0.038, 6.020)
C (-1.690, -5.097, 0.940)
C (-1.711, -3.963, 1.731)
C (-1.635, -2.716, 1.177)
C (-1.556, -2.586, -0.253)
C (-1.572, -3.696, -1.081)
C (-1.595, -4.954, -0.450)
As (-1.041, -0.913, -0.971)
C (-0.114, -1.318, -2.643)
C (-0.096, -0.363, -3.664)
C (0.824, -0.451, -4.666)
C (1.830, -1.452, -4.638)
C (1.765, -2.408, -3.666)
C (0.852, -2.300, -2.634)
C (-2.734, -0.074, -1.418)
C (-2.760, 1.293, -1.698)
C (-3.959, 2.017, -1.701)
C (-5.177, 1.321, -1.579)
C (-5.157, -0.060, -1.351)
C (-3.953, -0.729, -1.242)
H (-1.852, -6.070, 1.466)
H (-1.920, -4.058, 2.807)
H (-1.562, -1.826, 1.799)
H (-1.700, -3.496, -2.146)
H (-1.623, -5.834, -1.103)
H (-0.739, 0.508, -3.635)
H (0.752, 0.260, -5.499)
H (2.650, -1.472, -5.353)
H (2.425, -3.245, -3.654)
H (0.823, -3.068, -1.900)
H (-1.798, 1.785, -1.802)
H (-3.924, 3.099, -1.714)
H (-6.119, 1.850, -1.722)
H (-6.091, -0.543, -1.146)
H (-3.909, -1.768, -1.093)
C (-0.703, 5.810, 0.887)
As (0.359, 4.185, 0.528)
C (1.328, 4.163, -1.194)
C (1.469, 4.042, 2.141)
S (-0.830, 2.288, 0.520)
H (-0.043, 6.613, 1.204)
H (-1.359, 5.499, 1.692)
H (-1.322, 6.018, 0.015)
H (1.956, 5.039, -1.272)
H (0.547, 4.104, -1.954)
H (1.935, 3.232, -1.232)
H (2.037, 4.964, 2.213)
H (2.096, 3.135, 1.997)
H (0.781, 3.859, 2.976)
C (1.878, -2.172, 2.260)
C (2.655, -1.465, 1.245)
N (2.317, -0.707, 0.206)
C (3.470, -0.340, -0.486)
C (4.556, -0.840, 0.176)
N (4.050, -1.592, 1.229)
H (0.798, -1.856, 2.181)
H (2.239, -1.924, 3.309)
H (1.966, -3.259, 2.110)
H (3.395, 0.234, -1.389)
H (5.624, -0.710, -0.057)
H (4.574, -2.085, 1.937)

Mulliken population analysis, charges in e, atoms 1 to 6: Pd 0.20; F -0.55; As 2.02; F -0.48; F -0.51; F -0.56

***

(5)
Molecular formula: C25H30BBrFN10O2S4Ta
Method: DFT, wB97M-V/def2-TZVPD

Computed properties:
**Calculated total energy**: -163728.2843 eV
**HOMO level**: -13.424 eV
**Spin multiplicity**: 1
**Largest force on an atom**: 1.48 eV/A
**Molar mass**: 921.513 g/mol
**Relative energy (zero: lowest compared OMol25 entry of this formula, charge and spin)**: 40.99 kcal per mole
**Charge**: +2

Positions of all 75 atoms, in Å:
Ta (0.032, -0.103, 0.266)
C (4.098, 2.597, -2.752)
C (3.597, 1.206, -2.783)
N (4.109, 0.232, -3.455)
N (3.353, -0.858, -3.158)
C (2.366, -0.580, -2.308)
S (1.235, -1.640, -1.670)
N (2.497, 0.741, -2.064)
N (1.627, 1.454, -1.246)
H (5.023, 2.637, -3.321)
H (4.300, 2.921, -1.730)
H (3.386, 3.288, -3.206)
H (3.553, -1.748, -3.586)
H (2.123, 1.761, -0.413)
H (1.278, 2.261, -1.753)
C (-2.504, 2.265, -3.287)
N (-3.387, 1.435, -2.488)
C (-4.732, 1.618, -2.316)
C (-5.173, 0.585, -1.557)
N (-4.108, -0.224, -1.260)
B (-4.280, -1.486, -0.341)
N (-3.243, -2.570, -0.764)
C (-3.408, -3.495, -1.757)
C (-2.354, -4.352, -1.720)
N (-1.540, -3.938, -0.697)
C (-0.352, -4.630, -0.225)
C (-2.102, -2.846, -0.140)
S (-1.414, -1.990, 1.199)
C (-3.023, 0.314, -1.824)
S (-1.394, -0.307, -1.912)
H (-3.100, 2.979, -3.848)
H (-1.939, 1.640, -3.975)
H (-1.808, 2.799, -2.642)
H (-5.262, 2.445, -2.755)
H (-6.168, 0.357, -1.217)
H (-5.370, -1.930, -0.529)
H (-4.063, -1.179, 0.795)
H (-4.263, -3.485, -2.410)
H (-2.136, -5.215, -2.323)
H (0.065, -5.223, -1.033)
H (-0.604, -5.287, 0.607)
H (0.389, -3.909, 0.110)
F (-3.982, 4.834, 0.338)
C (-3.127, 3.810, 0.375)
C (-3.552, 2.590, 0.866)
C (-2.668, 1.519, 0.860)
C (-1.368, 1.649, 0.366)
C (-0.969, 2.913, -0.075)
C (-1.831, 3.997, -0.075)
H (-4.558, 2.483, 1.249)
H (-3.022, 0.570, 1.244)
H (0.051, 3.070, -0.414)
H (-1.516, 4.977, -0.409)
Br (4.913, -3.040, 5.578)
C (4.874, -2.254, 3.856)
C (6.064, -2.041, 3.174)
C (6.036, -1.462, 1.913)
C (4.833, -1.086, 1.342)
C (3.646, -1.298, 2.040)
C (3.662, -1.895, 3.297)
C (2.360, -0.879, 1.463)
O (1.253, -1.262, 1.939)
O (2.325, -0.094, 0.458)
H (7.004, -2.327, 3.624)
H (6.962, -1.306, 1.376)
H (4.801, -0.639, 0.358)
H (2.739, -2.063, 3.834)
N (0.154, 2.357, 4.644)
C (0.121, 1.392, 3.732)
N (-0.519, 0.255, 3.989)
S (0.927, 1.677, 2.258)
H (-0.250, 2.264, 5.563)
H (0.629, 3.215, 4.421)
H (-0.930, 0.086, 4.895)
H (-0.362, -0.548, 3.405)

Mulliken population analysis, charges in e, atoms 1 to 6: Ta 0.36; C -1.29; C 1.04; N -0.83; N 0.30; C 0.24

***

(6)
Molecular formula: C25H30BrMnO6P
Method: DFT, wB97M-V/def2-TZVPD

Computed properties:
**Calculated total energy**: -149350.0542 eV
**HOMO level (spin up / spin down)**: -7.395 / -7.627 eV
**Spin multiplicity**: 6
**Largest force on an atom**: 1.25 eV/A
**Molar mass**: 592.325 g/mol
**Relative energy (zero: lowest compared OMol25 entry of this formula, charge and spin)**: 2.32 kcal per mole
**Charge**: 0

Positions of all 64 atoms, in Å:
Mn (-0.094, 0.778, -0.859)
Br (2.814, 0.793, -1.667)
C (2.697, 2.692, -1.545)
C (3.895, 3.333, -1.396)
C (3.917, 4.741, -1.298)
C (2.737, 5.440, -1.393)
C (1.508, 4.778, -1.548)
C (0.299, 5.506, -1.544)
C (-0.910, 4.876, -1.668)
C (-0.940, 3.464, -1.726)
C (0.203, 2.694, -1.708)
C (1.454, 3.358, -1.617)
H (4.819, 2.763, -1.354)
H (4.842, 5.272, -1.150)
H (2.739, 6.503, -1.270)
H (0.334, 6.575, -1.430)
H (-1.824, 5.474, -1.696)
H (-1.911, 2.971, -1.782)
C (-0.206, 0.621, 5.991)
O (-1.530, 0.447, 5.539)
C (-1.766, 0.535, 4.213)
C (-3.111, 0.415, 3.796)
C (-3.388, 0.469, 2.476)
C (-2.408, 0.613, 1.463)
C (-2.839, 0.489, 0.094)
C (-4.273, 0.740, -0.271)
O (-2.095, 0.239, -0.878)
C (-1.024, 0.684, 1.900)
O (0.004, 0.785, 1.121)
C (-0.733, 0.653, 3.282)
H (-0.254, 0.625, 7.078)
H (0.183, 1.576, 5.640)
H (0.437, -0.206, 5.662)
H (-3.904, 0.257, 4.530)
H (-4.415, 0.355, 2.157)
H (-4.952, 0.963, 0.545)
H (-4.651, -0.094, -0.861)
H (-4.253, 1.630, -0.898)
H (0.312, 0.768, 3.534)
C (-1.833, -4.678, -0.193)
C (-1.585, -3.806, -1.411)
O (-0.152, -3.653, -1.685)
P (0.314, -2.100, -1.723)
O (0.590, -1.710, -0.202)
C (1.649, -2.111, 0.718)
C (1.435, -3.519, 1.240)
O (1.834, -2.341, -2.202)
C (2.061, -2.646, -3.591)
C (2.763, -3.967, -3.695)
H (-2.903, -4.638, 0.019)
H (-1.351, -4.303, 0.720)
H (-1.524, -5.720, -0.378)
H (-2.027, -2.827, -1.239)
H (-2.058, -4.225, -2.302)
H (1.632, -1.360, 1.509)
H (2.600, -2.064, 0.186)
H (0.515, -3.592, 1.806)
H (2.292, -3.756, 1.876)
H (1.412, -4.224, 0.417)
H (2.638, -1.839, -4.039)
H (1.105, -2.656, -4.126)
H (3.754, -3.847, -3.267)
H (2.888, -4.251, -4.745)
H (2.238, -4.737, -3.151)

Mulliken population analysis, charges in e, atoms 1 to 6: Mn -0.01; Br -0.24; C 0.99; C -0.82; C -0.56; C -0.92